1.
The following is a DFT calculation (ωB97M-V/def2-TZVPD) of C19H23NO in the gas phase.

Lowest unoccupied orbital energy   0.774 eV
ΔE to the lowest compared entry with this formula, charge and spin   0.867 eV
Spin multiplicity   1
SMILES string   OC[C@H]1CCCN(Cc2ccc(-c3ccccc3)cc2)C1
E_HOMO   -8.39 eV
Kohn-Sham gap   9.160 eV

The geometry in XYZ format:
```
44
Properties=species:S:1:pos:R:3:forces:R:3
O -1.016583 2.450766 1.335140 -0.3417 -0.1734 0.0276
C 0.287573 2.985167 1.222431 0.3201 0.3362 -0.0614
C 0.473271 3.479524 -0.213541 -0.0699 -0.1481 0.1523
C 1.671278 4.416664 -0.365886 -0.0325 -0.1406 0.1519
C 2.981038 3.650853 -0.206403 -0.0126 0.0486 -0.2784
C 3.010599 2.451968 -1.150172 0.2217 0.0828 0.2392
N 1.880492 1.588954 -0.875104 0.0809 -0.0393 -0.1864
C 1.950012 0.318453 -1.575086 0.0775 0.0386 0.0454
C 0.929573 -0.639118 -1.023532 -0.0329 -0.1173 -0.1077
C 0.867985 -0.859875 0.347462 0.0071 0.0243 -0.0668
C -0.072528 -1.715492 0.882961 -0.0344 -0.0447 -0.0334
C -0.971839 -2.389257 0.058607 0.1538 0.1573 -0.1671
C -1.972291 -3.304720 0.626836 -0.1824 -0.1632 0.1031
C -2.242252 -4.528608 0.019021 0.0325 0.0739 0.0103
C -3.180535 -5.390030 0.556251 -0.0739 -0.0818 -0.0248
C -3.868559 -5.041351 1.706386 -0.0599 -0.0554 0.0327
C -3.610748 -3.825598 2.317278 -0.0525 -0.0310 0.0991
C -2.669038 -2.965378 1.784234 0.0536 0.0020 -0.0624
C -0.900985 -2.174789 -1.314510 -0.0654 -0.0816 0.1288
C 0.032946 -1.304999 -1.846238 0.1677 0.0598 0.0219
C 0.634823 2.281222 -1.149401 -0.2820 0.1243 0.1481
H -1.095414 1.995036 2.178576 0.0039 0.0028 -0.0822
H 0.414372 3.821806 1.926698 0.0525 -0.0615 -0.0951
H 1.037805 2.217321 1.440703 -0.0167 0.0837 0.0344
H -0.444282 4.010258 -0.486135 0.0253 -0.0064 0.0102
H 1.638551 4.863123 -1.362877 -0.0035 0.0628 -0.0206
H 1.615137 5.225823 0.364969 -0.0249 0.0750 -0.0394
H 3.078294 3.295973 0.819850 0.0954 -0.0302 0.0560
H 3.827595 4.305529 -0.422403 0.0350 -0.0071 0.0579
H 3.004908 2.808050 -2.198420 0.0145 -0.0417 0.0111
H 3.930984 1.882213 -0.992839 -0.0339 0.0114 -0.0783
H 1.806999 0.437335 -2.665078 0.0365 -0.0375 0.0718
H 2.951459 -0.096247 -1.412998 -0.0387 0.0611 -0.0897
H 1.566846 -0.344451 0.988806 0.0705 0.0720 0.0919
H -0.100434 -1.886113 1.949796 0.0046 -0.0286 0.0924
H -1.696893 -4.812452 -0.869534 0.0568 -0.0179 -0.0682
H -3.375213 -6.338856 0.077213 -0.0046 -0.0671 -0.0298
H -4.603032 -5.713954 2.124453 -0.0531 -0.0486 0.0305
H -4.148326 -3.546148 3.212054 -0.0412 0.0254 0.0550
H -2.484571 -2.010248 2.254440 0.0182 0.0866 0.0292
H -1.601872 -2.673197 -1.968468 -0.0772 -0.0416 -0.0452
H 0.062300 -1.139835 -2.914379 0.0017 0.0500 -0.0954
H 0.592644 2.625843 -2.200014 0.0099 -0.0648 0.0101
H -0.192091 1.588834 -0.981147 -0.0057 0.0507 -0.0786
```
Forces are in eV/Å.

2.
The following is a DFT calculation (ωB97M-V/def2-TZVPD) of 8 unconnected molecules or ions with the total composition C32H44N4O12 at a distorted geometry.

Lowest unoccupied orbital energy   0.591 eV
ΔE to the lowest compared entry with this formula, charge and spin   2.792 eV
Spin multiplicity   1
SMILES string   COC(=O)OC.COC(=O)OC.COC(=O)OC.COC(=O)OC.c1ccncc1.c1ccncc1.c1ccncc1.c1ccncc1
E_HOMO   -8.99 eV
Kohn-Sham gap   9.586 eV

The geometry in XYZ format:
```
92
Properties=species:S:1:pos:R:3:forces:R:3
C -6.488720 -0.662694 2.021172 1.3005 1.1885 0.5068
O -5.277622 -0.681458 1.207970 -0.6716 0.0579 0.5060
C -5.140218 0.330199 0.373281 -0.1650 0.0006 -1.7233
O -5.745665 1.370227 0.376890 0.2424 -0.1732 0.3544
O -4.284062 -0.051316 -0.634496 -0.2337 1.7984 -0.0069
C -4.094267 1.075631 -1.575275 -0.4321 0.4952 -0.2556
H -6.217900 -1.097095 2.961775 0.1312 -0.5476 0.3407
H -7.215792 -1.209411 1.502143 -1.0732 -0.8889 -0.6180
H -6.861814 0.336038 2.256353 0.3618 0.0505 -0.4477
H -3.319184 0.884445 -2.312730 -0.2148 -0.9682 -0.0130
H -3.660345 1.953313 -1.085970 -0.5233 -0.1623 0.4531
H -5.055914 1.381761 -2.094041 1.1017 -0.6019 0.8223
C 5.245577 3.604510 -4.173324 0.5912 1.0353 0.3824
O 4.184374 3.325079 -3.252014 0.5206 -0.4065 0.1762
C 4.348191 2.263093 -2.432817 -1.5259 1.1123 -0.5290
O 5.242436 1.502592 -2.406343 2.2652 -1.2112 -0.3835
O 3.278390 2.184325 -1.667527 -1.1805 -0.1745 -0.0923
C 3.169189 1.005776 -0.853733 0.3221 0.5091 1.1693
H 6.123833 4.118480 -3.703667 -0.6467 -0.9262 -0.0091
H 4.821498 4.363040 -4.794231 -0.3595 0.4516 -0.5733
H 5.547489 2.788492 -4.822009 -0.0331 -0.4058 0.4250
H 4.157843 0.823356 -0.425468 -0.2371 -0.3212 -0.0108
H 2.757706 0.093833 -1.302690 0.2415 0.4745 -0.6032
H 2.490549 1.323892 -0.064646 0.0119 -0.1422 0.0807
C -3.608404 4.010096 4.223935 -1.1915 -0.7189 -0.8098
O -2.687572 2.926986 4.202058 0.2790 -2.2382 -0.5969
C -3.099113 1.638239 3.818671 0.2930 1.7952 0.8833
O -4.236681 1.318342 3.652326 -0.2240 0.0414 -0.2033
O -2.088533 0.782817 3.729767 -0.7350 0.5318 -0.6736
C -0.734768 1.198285 3.950853 -0.6921 -1.9556 1.6193
H -4.209627 4.025079 5.144315 0.3276 -0.0116 -0.2127
H -4.306925 3.988048 3.349315 0.5845 -0.1470 0.6813
H -2.958342 4.851576 4.128411 0.0957 0.7960 0.1809
H -0.219341 0.233799 3.835241 0.3426 0.7101 -0.1569
H -0.734117 1.483847 4.994944 0.6504 0.3372 0.2052
H -0.391887 1.966158 3.321245 0.2773 0.8101 -1.0038
C -0.305004 -0.232762 -1.922301 -0.3216 0.3834 -0.4150
O 0.129273 -0.917856 -0.703810 0.6201 1.0487 -0.1935
C 0.233393 -0.085202 0.349998 -0.2068 -1.2042 0.6070
O -0.188870 1.031422 0.420434 -0.0174 0.5669 -0.1434
O 0.797670 -0.649114 1.450841 -0.2419 0.4744 -0.9047
C 1.511532 -1.864509 1.373818 1.2971 -1.2972 0.3666
H -1.378071 -0.420926 -2.025350 0.1449 -0.0088 0.0127
H 0.197698 -0.656407 -2.839630 -0.1895 0.3463 1.3933
H -0.189869 0.882127 -1.817653 0.2243 -1.5407 -0.1273
H 1.407538 -2.361835 2.362149 0.2220 0.5427 -0.5914
H 2.608993 -1.721765 1.141854 -1.0921 0.2405 0.3711
H 1.143267 -2.575038 0.639140 -0.3652 0.2576 -0.1539
C 1.079030 -6.188311 -3.602531 -0.7959 2.0977 1.6206
C 1.268526 -5.061619 -4.420069 0.2536 0.0517 0.9987
C 1.109562 -3.784743 -3.822364 -0.3060 -0.1654 -0.7778
N 0.673728 -3.551596 -2.576311 0.9268 0.1060 -0.6514
C 0.555271 -4.599543 -1.773121 -0.7236 -0.7103 0.5275
C 0.714466 -5.917215 -2.243749 0.6342 0.4761 -1.0938
H 1.152114 -7.197887 -3.948224 0.1552 -0.3378 -0.2033
H 1.608357 -5.168546 -5.452972 -0.2118 0.1850 0.3360
H 1.307925 -2.880441 -4.427449 -0.2033 -0.5756 0.2953
H 0.243395 -4.369291 -0.704484 0.4619 -0.5533 -1.4127
H 0.614598 -6.715198 -1.546478 -0.1673 -0.5580 0.3594
C 0.767427 3.561015 -4.683131 0.8632 0.7569 -1.1657
C -0.228374 3.048055 -5.510658 0.1843 0.0923 1.2021
C -1.270870 2.429275 -4.837206 -1.9916 -0.1488 0.2633
N -1.490215 2.412303 -3.487453 1.1145 0.5324 -1.2913
C -0.528972 3.002201 -2.755486 -0.6448 -1.0111 0.5288
C 0.626166 3.491416 -3.317998 0.7361 0.7283 0.1396
H 1.664342 4.101037 -5.092082 -0.9759 -0.7674 0.3276
H -0.225313 3.183867 -6.579616 0.0304 -0.2757 -0.1020
H -2.119399 2.006234 -5.416620 0.7367 0.1490 0.3616
H -0.667167 2.968369 -1.656919 0.0599 0.1906 -0.7174
H 1.443323 3.897664 -2.740993 -0.1613 -0.0630 0.4088
C -2.767422 -1.940703 2.211965 -0.4489 1.1633 -1.1257
C -1.813545 -2.300812 3.107225 1.2284 -3.3522 -0.7714
C -1.105058 -3.518170 2.771907 0.8593 1.1688 0.9656
N -1.100342 -4.072346 1.566462 -1.0048 -0.0050 0.5160
C -2.026719 -3.615240 0.693445 -0.2626 -0.1035 0.3100
C -2.912080 -2.569723 0.963655 0.8457 -1.3166 0.2891
H -3.359821 -1.080446 2.429141 -0.4229 0.3794 0.0920
H -1.609033 -1.821960 4.036428 -0.2243 0.3018 0.4857
H -0.448449 -4.016376 3.542707 -0.5638 0.7150 -0.9053
H -2.113105 -4.245741 -0.192592 0.0658 0.5614 -0.1643
H -3.685554 -2.350946 0.235296 0.1433 0.3014 0.3362
C 5.338525 0.897848 3.073583 2.1673 -0.1321 0.5065
C 5.626853 -0.441184 3.397052 -0.3411 1.7363 -1.2342
C 4.579859 -1.163713 3.898123 -0.3450 -0.4661 0.3790
N 3.397746 -0.617597 4.162820 -0.7449 -0.3428 0.0139
C 3.196104 0.663871 3.882380 -2.0389 -0.7247 1.4567
C 4.130318 1.468923 3.366320 1.2318 1.2639 -0.6487
H 6.195125 1.512612 2.783417 -0.4209 -0.0628 -0.2873
H 6.611016 -0.793475 3.143981 0.0677 -0.4898 0.2468
H 4.676811 -2.213795 4.140386 0.0315 -0.0987 0.0590
H 2.249018 1.142534 4.188116 0.2406 -0.7422 -0.1634
H 3.944041 2.531912 3.314936 0.0865 0.0410 -0.3960
```
Forces are in eV/Å.